[1]
The following is a quantum chemistry calculation of ArH24O12 as an isolated structure, from OMol25.

Summary:
- relative energy (zero: lowest compared OMol25 entry of this formula, charge and spin) (kcal per mole) = 29.5
- calculated total energy (eV) = -39314.56938

Structure (ORCA input):
```
! RIJCOSX wB97M-V def2-TZVPD def2/J DEFGRID3
* xyz 0 1
Ar 0.109 -0.089 -0.146
O -2.825 0.901 -1.014
H -2.448 0.204 -0.477
H -2.168 1.597 -1.001
O -0.391 2.745 1.588
H 0.005 2.908 0.732
H 0.329 2.855 2.209
O -1.634 -1.874 2.681
H -1.251 -1.029 2.913
H -1.895 -2.258 3.518
O 2.538 0.940 3.113
H 2.338 1.160 2.203
H 1.701 0.656 3.481
O 2.504 -0.425 -3.302
H 1.899 0.316 -3.275
H 2.843 -0.490 -2.410
O -2.058 1.363 3.239
H -1.651 1.859 2.529
H -2.985 1.327 3.006
O 2.444 2.309 0.518
H 2.782 2.448 -0.367
H 2.641 3.123 0.981
O 0.923 -3.777 -1.448
H 0.355 -3.677 -2.212
H 0.377 -3.517 -0.706
O -1.602 -3.825 0.381
H -1.711 -3.265 1.149
H -2.472 -3.861 -0.016
O 3.132 -1.993 -1.017
H 2.488 -2.690 -1.143
H 3.845 -2.214 -1.616
O -2.485 -0.691 -3.333
H -1.716 -0.302 -3.749
H -2.539 -0.262 -2.479
O -0.338 3.180 -1.144
H -1.128 3.603 -1.480
H 0.043 2.743 -1.905
*
```

=====

[2]
The following is a quantum chemistry calculation of AsCsF6 as an isolated structure at a distorted geometry, from OMol25.

Summary:
- relative energy (zero: lowest compared OMol25 entry of this formula, charge and spin) (kcal per mole) = 15.8
- calculated total energy (eV) = -77695.38317

Structure (ORCA input):
```
! RIJCOSX wB97M-V def2-TZVPD def2/J DEFGRID3
* xyz 0 1
Cs -8.007 22.670 -23.264
As -5.231 25.578 -22.387
F -6.990 25.859 -22.666
F -5.651 23.865 -21.870
F -3.505 25.240 -22.001
F -4.784 27.263 -22.873
F -5.536 26.107 -20.686
F -4.961 25.049 -24.049
*
```

=====

[3]
The following is a quantum chemistry calculation of AsF6H18O9 as an isolated structure, from OMol25.

Summary:
- relative energy (zero: lowest compared OMol25 entry of this formula, charge and spin) (kcal per mole) = 1.2
- calculated total energy (eV) = -95870.75582

Structure (ORCA input):
```
! RIJCOSX wB97M-V def2-TZVPD def2/J DEFGRID3
* xyz -1 1
As 0.111 -0.394 -0.345
F 0.858 -1.963 -0.027
F -1.201 -1.246 -1.101
F -0.637 1.116 -0.663
F 1.519 0.336 0.379
F 0.925 -0.339 -1.870
F -0.658 -0.458 1.194
O 3.892 1.598 -0.289
H 2.995 1.248 -0.219
H 3.861 2.436 0.179
O -3.220 3.308 0.424
H -2.312 3.566 0.249
H -3.126 2.403 0.736
O -1.097 2.425 2.190
H -0.786 1.709 2.757
H -0.291 2.840 1.874
O 2.376 -4.308 -0.324
H 2.598 -4.542 0.581
H 2.000 -3.420 -0.260
O 1.193 -2.220 2.869
H 0.372 -2.693 3.027
H 1.296 -2.236 1.909
O 2.007 1.422 -3.824
H 1.506 0.856 -3.224
H 1.350 2.023 -4.184
O -2.629 0.910 -2.850
H -2.265 1.468 -2.157
H -2.359 0.018 -2.611
O -3.359 -2.091 -2.773
H -4.102 -2.140 -2.166
H -2.588 -2.266 -2.221
O 0.262 0.408 4.346
H 0.378 -0.253 3.649
H 1.133 0.477 4.745
*
```

=====

[4]
The following is a quantum chemistry calculation of AsF6H20O10 as an isolated structure at a distorted geometry, from OMol25.

Summary:
- relative energy (zero: lowest compared OMol25 entry of this formula, charge and spin) (kcal per mole) = 43.8
- calculated total energy (eV) = -97949.10922

Structure (ORCA input):
```
! RIJCOSX wB97M-V def2-TZVPD def2/J DEFGRID3
* xyz -1 1
As 15.412 -7.131 -2.279
F 16.875 -6.322 -1.623
F 16.110 -7.024 -3.891
F 14.053 -8.101 -2.990
F 14.649 -7.295 -0.645
F 14.545 -5.586 -2.549
F 16.309 -8.620 -1.901
O 15.769 -11.490 2.739
H 15.418 -11.300 1.869
H 15.903 -12.438 2.742
O 13.194 -11.607 -1.428
H 13.212 -10.748 -1.849
H 13.820 -12.132 -1.927
O 18.732 -13.840 -1.529
H 17.830 -13.528 -1.453
H 18.710 -14.728 -1.172
O 11.743 -1.865 -4.009
H 12.498 -2.345 -3.668
H 12.095 -1.346 -4.732
O 21.335 -3.913 -1.738
H 20.584 -4.062 -1.164
H 20.998 -4.067 -2.620
O 13.610 -6.746 3.626
H 14.357 -6.405 3.134
H 12.943 -6.919 2.962
O 20.236 -4.814 -5.389
H 19.516 -5.292 -5.799
H 20.247 -3.967 -5.834
O 19.490 -10.804 -4.063
H 19.867 -11.258 -3.309
H 18.576 -10.654 -3.819
O 16.038 -10.349 -6.765
H 15.498 -9.559 -6.782
H 16.914 -10.047 -7.004
O 18.512 -7.152 2.324
H 18.480 -7.015 1.377
H 18.292 -8.076 2.440
*
```

=====

[5]
The following is a quantum chemistry calculation of AsF6H26O13 as an isolated structure at a distorted geometry, from OMol25.

Summary:
- relative energy (zero: lowest compared OMol25 entry of this formula, charge and spin) (kcal per mole) = 23.8
- calculated total energy (eV) = -104190.59901

Structure (ORCA input):
```
! RIJCOSX wB97M-V def2-TZVPD def2/J DEFGRID3
* xyz -1 1
As -0.571 -0.341 0.178
F 0.073 -1.031 -1.289
F 1.076 -0.103 0.737
F -1.228 0.279 1.720
F -2.187 -0.603 -0.389
F -0.520 -2.006 0.914
F -0.576 1.220 -0.521
O -0.464 -0.980 -4.430
H -0.422 -0.088 -4.053
H -0.443 -1.561 -3.662
O 0.964 -3.572 -0.836
H 0.330 -3.141 -0.242
H 1.572 -2.868 -1.093
O -3.516 0.433 3.260
H -3.479 -0.519 3.391
H -2.874 0.602 2.553
O 1.884 2.950 1.068
H 2.718 3.432 1.001
H 2.018 2.330 1.799
O -4.099 -1.835 -1.965
H -3.928 -2.780 -1.904
H -3.485 -1.433 -1.331
O 3.262 -1.703 -1.559
H 2.944 -0.857 -1.212
H 4.183 -1.747 -1.289
O -1.932 2.225 -2.844
H -1.143 1.669 -2.735
H -2.623 1.761 -2.362
O 2.894 1.152 -0.880
H 2.268 0.851 -0.200
H 3.421 1.816 -0.436
O 0.838 1.212 -3.082
H 1.511 1.265 -2.384
H 1.292 1.514 -3.876
O 2.609 -1.161 2.647
H 2.223 -0.446 2.130
H 1.910 -1.418 3.258
O -2.282 -3.930 2.997
H -3.200 -3.656 2.906
H -1.826 -3.497 2.264
O 0.315 4.412 -0.571
H 0.260 3.498 -0.873
H 0.900 4.378 0.193
O -0.040 1.138 4.532
H -0.818 1.066 3.961
H 0.192 2.071 4.510
*
```

=====

[6]
The following is a quantum chemistry calculation of B5BaF20 as an isolated structure at a distorted geometry, from OMol25.

Summary:
- relative energy (zero: lowest compared OMol25 entry of this formula, charge and spin) (kcal per mole) = 95.8
- calculated total energy (eV) = -58459.67462

Structure (ORCA input):
```
! RIJCOSX wB97M-V def2-TZVPD def2/J DEFGRID3
* xyz -3 1
Ba -0.029 -0.141 -0.132
B 2.417 -2.742 2.388
F 3.210 -1.757 1.800
F 1.306 -2.074 2.872
F 1.969 -3.637 1.466
F 3.136 -3.438 3.334
B 3.464 0.276 -3.412
F 3.030 0.789 -4.605
F 3.424 1.161 -2.369
F 2.637 -0.776 -3.030
F 4.717 -0.322 -3.501
B 0.839 3.189 2.988
F 2.024 2.929 3.509
F -0.170 2.341 3.451
F 0.634 4.467 3.474
F 0.988 3.251 1.704
B -3.459 -3.186 0.449
F -3.892 -4.394 0.920
F -4.417 -2.678 -0.370
F -3.327 -2.214 1.426
F -2.296 -3.229 -0.255
B -3.273 2.441 -2.413
F -2.528 1.331 -2.672
F -3.413 2.532 -1.027
F -2.524 3.444 -2.924
F -4.467 2.435 -3.070
*
```

=====

Gap between HOMO and LUMO per entry: 10.52; 10.93; 10.78; 11.07; 9.41; 9.70 eV
HOMO energy per entry: -11.0; -12.1; -8.1; -9.1; -7.7; -4.4 eV